1.
{
  "formula": "C41H35InN2O4P2S",
  "method": "ωB97M-V/def2-TZVPD",
  "species": ["In", "O", "P", "C", "P", "O", "C", "C", "C", "C", "C", "C", "C", "C", "C", "C", "C", "C", "C", "C", "C", "C", "C", "C", "C", "C", "C", "C", "C", "C", "H", "H", "H", "H", "H", "H", "H", "H", "H", "H", "H", "H", "H", "H", "H", "H", "H", "H", "H", "H", "H", "H", "C", "C", "C", "C", "C", "C", "C", "S", "O", "O", "N", "C", "C", "C", "C", "C", "C", "C", "C", "N", "C", "H", "H", "H", "H", "H", "H", "H", "H", "H", "H", "H", "H", "H"],
  "positions_angstrom": [[0.05308, 0.92080, -0.77476], [-1.82564, -0.03122, -1.10362], [-2.62163, -1.08184, -0.31572], [-2.95279, -0.44535, 1.35391], [-1.37936, -0.12307, 2.20129], [-0.36155, 0.24406, 1.12023], [-0.84203, -1.60098, 3.02702], [-1.63957, -2.17510, 4.01848], [-1.20607, -3.31595, 4.67021], [0.02368, -3.87516, 4.34090], [0.82139, -3.29647, 3.36427], [0.39381, -2.15486, 2.70255], [-1.61187, 1.22796, 3.32316], [-2.77747, 1.35406, 4.08072], [-2.91088, 2.41960, 4.95360], [-1.88982, 3.35592, 5.06463], [-0.73112, 3.23055, 4.31085], [-0.58316, 2.16508, 3.43616], [-4.19721, -1.36204, -1.08247], [-5.01773, -0.24889, -1.30308], [-6.26625, -0.41871, -1.87175], [-6.69947, -1.69341, -2.22156], [-5.88445, -2.79593, -2.01525], [-4.62919, -2.63641, -1.44649], [-1.71492, -2.60203, -0.12962], [-0.56415, -2.81151, -0.88661], [0.16781, -3.97802, -0.72696], [-0.25047, -4.93336, 0.18830], [-1.40184, -4.73271, 0.94113], [-2.13748, -3.57121, 0.78287], [-3.58127, -1.14753, 1.90500], [-3.49387, 0.49859, 1.24585], [-2.59247, -1.73357, 4.29083], [-1.81853, -3.76342, 5.44129], [0.36507, -4.76136, 4.85960], [1.78238, -3.72998, 3.12136], [1.01616, -1.68947, 1.94977], [-3.58058, 0.63004, 3.99583], [-3.81080, 2.52430, 5.54410], [-2.00140, 4.19045, 5.74408], [0.05992, 3.96209, 4.40421], [0.32299, 2.05627, 2.85156], [-4.67482, 0.74652, -1.04309], [-6.90265, 0.43849, -2.04462], [-7.67833, -1.82464, -2.66324], [-6.22247, -3.78266, -2.30095], [-3.99036, -3.49741, -1.30040], [-0.25392, -2.07648, -1.62213], [1.05495, -4.14730, -1.32238], [0.31904, -5.84506, 0.31219], [-1.72491, -5.48262, 1.65064], [-3.03468, -3.42389, 1.37377], [8.46094, 1.35934, -0.11692], [6.98097, 1.61065, -0.15592], [6.46195, 2.88111, 0.06618], [5.09483, 3.11297, 0.02844], [4.24690, 2.04736, -0.23233], [4.73515, 0.76143, -0.45679], [6.09782, 0.55714, -0.41906], [2.53127, 2.33980, -0.24010], [1.87354, 1.49364, 0.77145], [2.26525, 3.74587, -0.19802], [1.89730, 1.61502, -1.56144], [1.87034, 2.23302, -2.82550], [2.76179, 3.14635, -3.31646], [2.65068, 3.59979, -4.65124], [1.65936, 3.15132, -5.47396], [0.69404, 2.24401, -4.97547], [-0.37671, 1.74126, -5.74171], [-1.28180, 0.88236, -5.17746], [-1.15906, 0.56339, -3.82059], [-0.15445, 0.99894, -3.07590], [0.79311, 1.80393, -3.64324], [9.01874, 2.28367, 0.01620], [8.79524, 0.88360, -1.03934], [8.71289, 0.68782, 0.70557], [7.13375, 3.70417, 0.27307], [4.68795, 4.10119, 0.19497], [4.05583, -0.05447, -0.66564], [6.49432, -0.43509, -0.59667], [3.57053, 3.50620, -2.69457], [3.38170, 4.30533, -5.02129], [1.60586, 3.46932, -6.50670], [-0.48224, 2.05400, -6.77351], [-2.09874, 0.46861, -5.75060], [-1.90214, -0.03821, -3.32114]],
  "atomic_forces_ev_per_a": [[0.41, -0.47, -0.57], [-0.12, -0.06, 0.16], [-0.12, 0.01, -0.01], [0.03, -0.04, 0.04], [0.09, 0.13, -0.24], [0.03, -0.09, 0.35], [0.07, -0.05, 0.08], [-0.01, 0.01, -0.05], [-0.01, -0.01, 0.00], [0.01, 0.00, 0.00], [0.00, 0.01, -0.01], [-0.02, 0.01, 0.04], [-0.02, 0.11, -0.02], [0.01, -0.03, -0.01], [-0.01, 0.01, 0.01], [0.00, 0.00, 0.00], [0.00, -0.02, 0.00], [0.01, -0.04, 0.05], [-0.06, 0.08, -0.05], [0.02, -0.04, 0.01], [0.01, 0.02, -0.01], [-0.01, 0.00, -0.01], [0.01, -0.02, -0.01], [0.04, 0.02, -0.01], [0.04, -0.04, -0.02], [-0.03, 0.03, -0.02], [0.00, -0.01, 0.00], [-0.01, -0.01, 0.02], [-0.01, -0.01, -0.02], [0.01, 0.01, 0.00], [-0.02, 0.02, -0.01], [-0.05, -0.02, 0.00], [0.01, 0.00, 0.02], [0.01, 0.00, 0.00], [0.00, 0.00, 0.00], [0.00, 0.00, 0.01], [0.00, 0.00, -0.01], [-0.01, 0.02, -0.01], [0.00, 0.00, 0.00], [0.00, -0.01, 0.00], [-0.01, 0.00, 0.00], [-0.01, 0.02, -0.02], [-0.02, 0.00, 0.00], [0.00, -0.01, 0.00], [0.00, 0.00, 0.00], [0.00, 0.00, 0.00], [0.00, -0.01, 0.02], [0.00, -0.01, -0.01], [0.00, 0.01, 0.01], [0.00, 0.01, 0.00], [0.00, 0.00, -0.01], [0.01, -0.01, -0.01], [-0.03, 0.00, 0.01], [0.04, -0.02, 0.00], [-0.02, 0.03, 0.01], [0.00, -0.01, -0.03], [0.06, -0.02, -0.05], [-0.01, 0.08, 0.01], [0.01, -0.03, 0.00], [-0.15, -0.12, 0.21], [0.16, 0.30, 0.05], [0.09, -0.03, -0.02], [-0.31, 0.45, 0.14], [-0.03, -0.23, 0.09], [0.08, -0.07, -0.04], [0.00, 0.00, 0.05], [0.04, -0.02, 0.00], [0.03, -0.02, -0.02], [-0.01, 0.03, -0.04], [0.03, -0.01, 0.02], [0.09, 0.08, -0.09], [-0.24, 0.12, -0.01], [-0.10, -0.01, 0.04], [0.00, 0.00, 0.00], [0.00, 0.00, 0.00], [0.00, 0.01, 0.00], [0.00, 0.00, -0.01], [0.01, -0.01, 0.01], [0.01, -0.01, 0.01], [0.00, 0.01, 0.00], [0.01, 0.01, -0.03], [0.00, 0.00, 0.00], [-0.03, 0.03, 0.02], [0.03, -0.03, 0.00], [-0.03, 0.03, 0.03], [0.00, -0.04, -0.02]],
  "mulliken_charge": [2.569, -0.793, 0.619, -1.015, 0.377, -0.514, 0.766, -0.382, -0.735, -0.606, -0.751, -0.304, 0.729, -0.321, -0.779, -0.517, -0.775, -0.630, 0.631, -0.595, -0.820, -0.489, -0.790, -0.302, 0.656, -0.853, -0.778, -0.659, -0.804, -0.107, 0.609, 0.703, 0.352, 0.455, 0.444, 0.475, 0.465, 0.318, 0.436, 0.416, 0.447, 0.542, 0.378, 0.436, 0.416, 0.444, 0.398, 0.537, 0.490, 0.449, 0.500, 0.449, -1.443, 0.938, -0.852, -0.341, -0.017, -0.505, -0.819, 1.679, -0.601, -0.788, -0.250, 0.391, -0.204, -1.010, -0.963, 0.888, -0.510, -1.089, 0.000, -0.048, -0.247, 0.361, 0.353, 0.342, 0.344, 0.533, 0.484, 0.406, 0.473, 0.417, 0.442, 0.473, 0.465, 0.511],
  "total_energy_ha": -3264.53811,
  "e_homo_ev": -13.168,
  "multiplicity": 1,
  "charge": 2,
  "homo_lumo_gap_ev": 7.22
}

2.
{
  "formula": "C41H36Cl3GaINO2P",
  "method": "ωB97M-V/def2-TZVPD",
  "species": ["Ga", "I", "C", "C", "C", "C", "C", "C", "C", "C", "C", "P", "C", "C", "C", "C", "C", "C", "C", "C", "C", "C", "C", "C", "C", "H", "H", "H", "H", "H", "H", "H", "H", "H", "H", "H", "H", "H", "H", "H", "H", "Cl", "C", "C", "C", "Cl", "C", "O", "C", "Cl", "C", "H", "H", "O", "C", "C", "C", "C", "C", "C", "C", "C", "C", "N", "C", "C", "C", "C", "H", "H", "H", "H", "H", "H", "H", "H", "H", "H", "H", "H", "H", "H", "H", "H", "H", "H"],
  "positions_angstrom": [[0.84163, -0.54897, 0.20463], [0.19067, -3.56238, 1.09550], [-1.33141, -3.88056, -0.29378], [-1.20761, -5.03847, -1.00871], [-2.20743, -5.44255, -1.90906], [-3.33548, -4.69354, -2.01266], [-3.49051, -3.49723, -1.27154], [-4.72718, -2.81670, -1.37062], [-4.94933, -1.67779, -0.66858], [-3.89530, -1.12886, 0.08011], [-2.65547, -1.71902, 0.19019], [-1.45180, -0.64564, 1.10407], [-1.71992, -0.93114, 2.86576], [-0.61724, -1.05817, 3.70459], [-0.80283, -1.25925, 5.06441], [-2.08583, -1.33436, 5.58307], [-3.18831, -1.20545, 4.74738], [-3.01092, -1.00528, 3.38888], [-2.09434, 1.02170, 0.74697], [-2.22423, 1.39678, -0.59440], [-2.72075, 2.64500, -0.92137], [-3.07533, 3.53805, 0.08602], [-2.91621, 3.18257, 1.41486], [-2.42487, 1.92374, 1.74978], [-2.44910, -3.00717, -0.42716], [-0.33729, -5.66384, -0.86596], [-2.08586, -6.35618, -2.47425], [-4.14954, -5.00189, -2.65625], [-5.49470, -3.24033, -2.00623], [-5.90054, -1.16531, -0.70858], [-4.08012, -0.17277, 0.54743], [0.38021, -1.00087, 3.29066], [0.05838, -1.36160, 5.71160], [-2.23274, -1.49753, 6.64266], [-4.18805, -1.26740, 5.15602], [-3.87547, -0.91741, 2.74426], [-1.97310, 0.69202, -1.38140], [-2.83746, 2.92328, -1.96069], [-3.47174, 4.51165, -0.16991], [-3.18328, 3.87803, 2.19941], [-2.32069, 1.64471, 2.79099], [7.69099, -1.15412, 2.82662], [6.00168, -1.08806, 2.46489], [5.55295, -1.44586, 1.20872], [4.19725, -1.38423, 0.94583], [3.64429, -1.86410, -0.62929], [3.24294, -0.97547, 1.88072], [1.93375, -0.93690, 1.65084], [3.75577, -0.63000, 3.14265], [2.66614, -0.12221, 4.39070], [5.10524, -0.68195, 3.43814], [6.24134, -1.77405, 0.44366], [5.45020, -0.40664, 4.42420], [-0.27120, -1.71572, -2.26185], [0.54040, -1.00265, -1.74190], [1.31565, -1.34987, -4.72818], [1.29563, -0.03068, -4.02688], [1.21402, 1.13184, -4.68479], [1.32527, 2.39407, -3.99304], [1.27107, 3.63772, -4.82106], [1.46498, 2.46993, -2.64391], [1.43987, 1.30034, -1.82013], [1.45996, -0.03205, -2.54482], [1.42219, 1.26836, -0.50610], [1.63214, 2.50146, 0.32927], [3.03262, 3.06028, 0.05909], [0.52796, 3.54846, 0.15676], [1.59230, 2.07709, 1.79402], [1.37792, -1.21150, -5.80555], [0.42387, -1.92752, -4.48808], [2.17556, -1.94165, -4.40368], [1.12465, 1.14401, -5.76440], [1.87856, 3.52842, -5.71992], [1.60366, 4.51322, -4.26757], [0.24326, 3.80746, -5.15235], [1.55823, 3.44362, -2.20053], [2.46172, -0.43776, -2.34274], [3.17642, 3.40593, -0.96200], [3.78365, 2.29597, 0.26797], [3.21605, 3.90342, 0.72588], [0.48113, 4.02259, -0.81825], [0.69217, 4.33692, 0.89235], [-0.44138, 3.10218, 0.36108], [2.40595, 1.40175, 2.03645], [0.64153, 1.59877, 2.05353], [1.69275, 2.95925, 2.42552]],
  "atomic_forces_ev_per_a": [[0.13, 0.04, 0.22], [0.02, -0.03, 0.00], [-0.02, 0.05, 0.01], [0.00, 0.00, 0.00], [0.02, -0.02, 0.00], [-0.02, 0.01, -0.01], [0.00, 0.00, 0.02], [0.01, -0.03, -0.02], [0.00, 0.02, 0.02], [-0.03, 0.03, -0.03], [0.01, -0.01, 0.02], [-0.12, -0.06, -0.20], [0.11, 0.04, 0.05], [-0.05, 0.08, -0.05], [0.01, 0.01, -0.01], [0.00, 0.00, 0.04], [-0.02, 0.00, -0.02], [0.02, -0.04, 0.01], [0.06, -0.01, -0.04], [0.02, 0.00, 0.02], [-0.01, 0.02, 0.00], [0.00, -0.01, -0.02], [0.00, -0.02, 0.02], [-0.05, 0.01, 0.02], [0.00, -0.01, 0.01], [0.00, 0.00, -0.01], [0.00, 0.00, 0.00], [0.00, 0.00, 0.00], [0.00, 0.01, 0.00], [0.00, 0.00, 0.00], [0.00, 0.00, 0.01], [0.02, -0.02, 0.05], [-0.01, 0.00, 0.01], [0.01, 0.00, 0.00], [0.00, 0.00, -0.01], [-0.01, -0.01, 0.00], [-0.01, 0.01, 0.00], [0.00, 0.00, 0.00], [0.00, 0.00, 0.00], [0.00, 0.00, 0.00], [0.00, 0.01, -0.01], [0.01, 0.00, 0.00], [-0.01, 0.01, 0.03], [0.01, 0.01, -0.01], [-0.05, 0.01, -0.06], [-0.07, -0.07, -0.07], [0.05, 0.08, 0.02], [-0.08, -0.11, -0.03], [-0.03, 0.01, -0.01], [-0.01, -0.02, 0.00], [0.02, 0.00, -0.01], [0.00, 0.00, 0.00], [0.00, 0.00, 0.00], [0.01, -0.05, 0.03], [0.08, 0.09, 0.05], [0.01, 0.01, 0.00], [-0.04, 0.00, -0.01], [-0.01, 0.01, 0.01], [-0.01, -0.02, -0.01], [0.00, 0.01, 0.00], [0.05, 0.02, -0.02], [0.01, -0.04, 0.01], [-0.03, -0.01, -0.01], [-0.05, 0.03, -0.03], [0.00, 0.00, 0.01], [0.00, -0.01, 0.01], [0.02, 0.03, 0.01], [-0.02, -0.01, 0.00], [0.00, 0.00, 0.00], [-0.01, 0.00, 0.00], [-0.01, 0.00, 0.00], [0.00, 0.00, 0.00], [0.02, 0.01, 0.01], [-0.02, 0.00, 0.00], [0.00, -0.01, -0.02], [0.01, -0.01, 0.00], [0.02, 0.02, -0.02], [0.00, 0.00, 0.00], [0.00, 0.00, 0.00], [0.00, 0.00, 0.00], [-0.01, -0.02, 0.00], [0.00, 0.01, -0.01], [0.00, 0.00, 0.02], [0.01, 0.00, 0.00], [0.01, 0.00, -0.01], [-0.01, 0.00, 0.01]],
  "mulliken_charge": [0.127, 0.238, 0.574, -0.639, -0.969, -0.803, 0.573, -0.976, -1.481, -0.585, 1.305, 1.477, 0.119, 0.620, -0.795, -0.643, -0.844, -0.429, 0.319, -0.376, -0.868, -0.685, -0.933, -0.717, -0.397, 0.475, 0.416, 0.394, 0.413, 0.460, 0.646, -0.122, 0.473, 0.406, 0.460, 0.404, 0.461, 0.488, 0.402, 0.439, 0.428, -0.200, 0.319, -0.939, 0.752, -0.261, -1.280, 1.003, 0.811, -0.192, -0.822, 0.485, 0.484, -0.694, 0.488, -1.799, 0.240, -0.932, 0.368, -1.914, -1.440, 1.251, 1.626, 0.408, 1.810, -1.654, -1.636, -2.068, 0.455, 0.292, 0.344, 0.456, 0.423, 0.379, 0.365, 0.288, 0.391, 0.282, 0.281, 0.496, 0.269, 0.555, 0.389, 0.148, 0.540, 0.579],
  "total_energy_ha": -5733.47602,
  "e_homo_ev": -10.600,
  "multiplicity": 1,
  "charge": 1,
  "homo_lumo_gap_ev": 7.53
}

Question: Which value of multiplicity does entry 2 give?
Answer: 1